{"formula": "C6H8", "method": "ωB97M-V/def2-TZVPD", "species": ["C", "C", "C", "C", "C", "C", "H", "H", "H", "H", "H", "H", "H", "H"], "coordinates": [[2.9940, -0.2358, -0.8275], [1.8221, -0.1018, -0.5761], [0.4206, -0.1571, -0.2642], [-0.2487, 0.9216, 0.5674], [-1.6489, 0.4213, 0.8957], [-0.2831, -1.1507, -0.8300], [4.0220, -0.3571, -1.0826], [-1.5140, -0.5960, 1.2754], [0.2993, 1.2198, 1.4704], [-0.2587, 1.8159, -0.0760], [-2.1955, 0.9787, 1.6533], [-2.2511, 0.3819, -0.0195], [0.1169, -1.6918, -1.6719], [-1.2748, -1.4488, -0.5144]], "forces_ev_per_a": [[-0.4, 0.2, 0.0], [0.5, 0.0, -0.2], [-0.1, -0.1, -0.3], [0.0, -0.1, 0.0], [-0.1, 0.0, 0.2], [0.1, 0.0, -0.1], [-0.1, 0.1, 0.1], [-0.4, 0.1, 0.1], [0.1, -0.3, -0.2], [-0.1, -0.1, 0.2], [0.2, 0.3, -0.1], [0.0, 0.0, 0.3], [0.4, -0.4, 0.2], [0.0, 0.4, -0.3]], "nbo_charge": [-0.215, -0.036, -0.081, -0.420, -0.608, -0.355, 0.236, 0.205, 0.219, 0.221, 0.216, 0.209, 0.207, 0.202], "smiles": "C#CC(=C)CC", "de_lowest_kcal_mol": 43.0, "molar_mass_g_mol": 80.13, "largest_force_ev_per_a": 0.614, "homo_lumo_gap_ev": 10.0, "e_homo_ha": -0.3299, "total_energy_ev": -6348.9195}